Model 1:
Computed, not measured: a 2-piece molecular cluster, C6H12N2O2 overall, with ωB97M-V with the def2-TZVPD basis set.

```
! wB97M-V def2-TZVPD RIJCOSX def2/J DEFGRID3
* xyz 0 1
C -3.032 0.085 -0.248
C -1.628 0.514 0.112
O -0.714 -0.157 -0.750
C 0.601 -0.188 -0.343
C 1.364 1.035 -0.593
N 1.943 1.919 -1.089
C 0.963 -1.042 0.864
C 1.292 -1.526 -0.518
N 0.568 -2.553 -1.201
H -3.264 0.334 -1.292
H -3.154 -0.998 -0.107
H -3.753 0.601 0.399
H -1.504 1.604 -0.001
H -1.399 0.254 1.159
H 1.776 -0.710 1.509
H 0.108 -1.496 1.367
H 2.346 -1.474 -0.795
H 0.922 -3.469 -0.940
H -0.420 -2.524 -0.965
O 2.618 3.286 1.406
H 1.697 3.105 1.621
H 2.670 3.401 0.405
*
```

***

Model 2:
Computed, not measured: a 2-piece molecular cluster, C6H12N2O2 overall, with ωB97M-V with the def2-TZVPD basis set.

```
! wB97M-V def2-TZVPD RIJCOSX def2/J DEFGRID3
* xyz 0 1
C 4.015 -3.242 0.221
C 3.124 -2.446 1.173
N 3.192 -1.008 0.917
C 2.430 -0.341 0.008
O 2.567 0.875 -0.179
N 1.183 -0.951 -0.273
C 0.663 -2.068 0.473
C 0.961 -3.462 0.004
C 1.667 -2.895 1.209
H 3.757 -3.046 -0.828
H 5.068 -2.966 0.373
H 3.905 -4.319 0.409
H 3.518 -2.583 2.189
H 4.062 -0.543 1.143
H 0.492 -0.265 -0.554
H -0.296 -1.870 0.952
H 0.204 -4.227 0.178
H 1.523 -3.561 -0.925
H 1.340 -3.278 2.176
O 2.354 -1.377 -2.802
H 1.399 -1.339 -2.379
H 2.425 -0.569 -3.317
*
```

***

Model 3:
Computed, not measured: one molecule with the formula C6H12N2O2, with ωB97M-V with the def2-TZVPD basis set.

```
! wB97M-V def2-TZVPD RIJCOSX def2/J DEFGRID3
* xyz 0 1
C 1.884 -1.635 0.402
N 0.991 -0.768 -0.338
C -0.417 -1.127 -0.374
C -1.311 -0.072 0.256
N -0.588 0.793 1.156
C -2.440 0.462 -0.590
C -2.727 -0.422 0.601
C 1.454 0.423 -0.777
O 2.207 1.159 -0.150
O 1.094 0.706 -2.044
H 2.411 -1.058 1.168
H 1.339 -2.460 0.885
H 2.621 -2.062 -0.291
H -0.715 -1.284 -1.417
H -0.548 -2.083 0.154
H -1.162 1.084 1.940
H -0.267 1.632 0.679
H -2.662 1.526 -0.497
H -2.591 0.046 -1.588
H -3.069 -1.441 0.414
H -3.157 0.042 1.491
H 1.448 1.577 -2.256
*
```

***

Of them, model 1 has the lowest stability.

***

Model 1:
Computed, not measured: a 2-piece molecular cluster, C4H11N3O2 overall, with ωB97M-V with the def2-TZVPD basis set.

```
! wB97M-V def2-TZVPD RIJCOSX def2/J DEFGRID3
* xyz 1 2
C 0.670 3.402 1.416
C 0.679 2.493 0.190
O -0.331 1.672 -0.116
O 1.693 2.282 -0.408
H 1.516 2.987 2.069
H -0.375 3.581 2.002
H 0.747 4.446 1.213
C -1.541 -2.522 -1.669
C -0.258 -1.766 0.246
N -0.071 -1.496 1.533
N -1.479 -1.855 -0.481
N 0.903 -2.062 -0.457
H -0.831 -1.195 2.076
H -0.257 1.347 -1.140
H -2.141 -1.303 -0.092
H 0.704 -2.641 -1.131
H 1.674 -2.290 0.168
H -0.574 -2.359 -2.274
H -2.570 -2.301 -2.168
H -1.548 -3.651 -1.784
*
```

Its expectation value of S² is 0.772.

***

Model 2:
Computed, not measured: a 2-piece molecular cluster, C4H11N3O2 overall, with ωB97M-V with the def2-TZVPD basis set.

```
! wB97M-V def2-TZVPD RIJCOSX def2/J DEFGRID3
* xyz 1 2
C 2.374 -1.416 0.328
C -0.028 -1.276 0.800
N -0.729 -0.761 1.803
N 1.172 -1.831 1.042
N -0.650 -1.393 -0.383
H -0.354 -0.167 2.532
H -1.736 -0.736 1.730
H 1.348 -2.056 2.020
H -0.123 -1.952 -1.053
H -2.003 0.373 -0.236
H 2.170 -0.968 -0.639
H 2.977 -2.298 0.096
H 3.010 -0.740 0.896
C -0.771 2.159 -1.889
C -1.297 2.139 -0.480
O -2.377 1.266 -0.281
O -0.989 2.875 0.401
H -0.498 3.188 -2.138
H -1.597 2.073 -2.582
H 0.101 1.522 -1.967
*
```

Its expectation value of S² is 0.767.

***

Of them, model 1 has the lowest stability.

***

Model 1:
Computed, not measured: an isolated ion of composition C4H10N and charge +1, with ωB97M-V with the def2-TZVPD basis set.

```
! wB97M-V def2-TZVPD RIJCOSX def2/J DEFGRID3
* xyz 1 1
C -0.369 1.969 1.200
C 0.102 0.509 1.321
C 0.438 -0.019 -0.034
C -0.064 -1.161 -0.471
N 0.134 -1.645 -1.862
H -1.392 1.910 0.871
H 0.327 2.470 0.491
H -0.339 2.634 2.067
H -0.652 -0.186 1.720
H 0.953 0.338 1.968
H 1.213 0.505 -0.585
H -0.618 -1.901 0.099
H -0.020 -0.993 -2.657
H 0.970 -2.199 -2.064
H -0.683 -2.231 -2.064
*
```

***

Model 2:
Computed, not measured: C4H10N as an isolated structure, with ωB97M-V with the def2-TZVPD basis set.

```
! wB97M-V def2-TZVPD RIJCOSX def2/J DEFGRID3
* xyz 1 1
C 0.446 -0.607 -0.227
C 0.901 -1.397 -2.028
C -0.040 0.489 1.957
C -1.066 1.230 -0.103
N -0.218 0.282 0.529
H 1.658 -0.783 -2.379
H 1.179 -1.202 0.258
H 1.067 -2.410 -1.692
H -0.126 -1.371 -2.588
H 0.698 -0.125 2.412
H 0.115 1.519 2.101
H -0.893 0.215 2.389
H -2.200 0.925 0.290
H -0.926 2.223 0.208
H -0.933 0.993 -1.163
*
```

***

Of them, model 2 has the lowest stability.

***

Model 1:
Computed, not measured: an isolated ion of composition C4H10N and charge +1, with ωB97M-V with the def2-TZVPD basis set.

```
! wB97M-V def2-TZVPD RIJCOSX def2/J DEFGRID3
* xyz 1 1
C -1.900 0.490 -0.127
C -0.550 0.057 0.365
C 0.102 -1.251 0.075
C 0.664 0.011 -0.515
N 1.974 0.476 0.069
H -2.037 0.300 -1.141
H -2.193 1.535 0.227
H -2.796 -0.011 0.169
H -0.201 0.342 1.472
H 0.575 -1.860 0.773
H -0.515 -2.037 -0.554
H 0.468 0.258 -1.520
H 2.599 0.215 -0.682
H 2.003 0.086 1.014
H 1.808 1.387 0.375
*
```

***

Model 2:
Computed, not measured: a 2-piece molecular cluster, C4H10N overall, with ωB97M-V with the def2-TZVPD basis set.

```
! wB97M-V def2-TZVPD RIJCOSX def2/J DEFGRID3
* xyz 1 1
C -1.565 -0.445 2.926
H -2.359 -0.269 3.646
H -0.796 -1.051 3.407
H -1.150 0.519 2.631
H -1.978 -0.987 2.075
C 0.756 0.328 -1.655
C -0.168 0.509 -2.580
C 1.168 -0.217 0.652
N 0.370 0.000 -0.317
H 1.827 0.397 -1.783
H -1.224 0.416 -2.359
H 0.131 0.746 -3.590
H 0.765 -0.465 1.625
H 2.234 -0.136 0.478
H -0.630 -0.084 -0.142
*
```

***

Model 3:
Computed, not measured: an isolated ion of composition C4H10N and charge +1, with ωB97M-V with the def2-TZVPD basis set.

```
! wB97M-V def2-TZVPD RIJCOSX def2/J DEFGRID3
* xyz 1 1
C 0.187 0.417 -1.183
C -0.807 0.997 -0.178
C -0.327 0.430 1.168
N 0.480 -0.811 0.822
C 0.429 -0.996 -0.698
H 1.118 0.979 -1.178
H -0.170 0.454 -2.210
H -1.812 0.619 -0.386
H -0.818 2.087 -0.166
H -1.118 0.149 1.858
H 0.328 1.126 1.687
H 0.107 -1.654 1.257
H 1.448 -0.732 1.128
H -0.417 -1.661 -0.886
H 1.373 -1.404 -1.036
*
```

***

Of them, model 1 has the lowest stability.

***

Model 1:
Computed, not measured: an isolated ion of composition C5H12N and charge +1, with ωB97M-V with the def2-TZVPD basis set.

```
! wB97M-V def2-TZVPD RIJCOSX def2/J DEFGRID3
* xyz 1 1
C -0.720 1.469 -1.305
C -0.561 0.212 -0.928
N -1.720 -0.450 -0.281
C 0.725 -0.521 -0.819
C 1.100 -0.881 0.646
C 1.032 0.351 1.599
H -1.728 1.861 -1.377
H 0.122 2.015 -1.697
H -2.598 0.039 -0.473
H -1.889 -1.434 -0.505
H -1.568 -0.402 0.733
H 0.816 -1.427 -1.427
H 1.496 0.119 -1.230
H 2.113 -1.203 0.630
H 0.418 -1.659 0.993
H 1.872 0.263 2.267
H 1.014 1.270 1.041
H 0.077 0.380 2.134
*
```

***

Model 2:
Computed, not measured: an isolated ion of composition C5H12N and charge +1, with ωB97M-V with the def2-TZVPD basis set.

```
! wB97M-V def2-TZVPD RIJCOSX def2/J DEFGRID3
* xyz 1 1
C 1.563 0.427 -1.408
C 0.105 0.055 -1.609
C -0.865 0.434 -0.739
C -0.605 0.983 0.563
C -0.487 -0.123 1.677
N -0.005 -1.433 1.085
H 2.038 0.248 -0.436
H 2.121 0.044 -2.264
H 1.620 1.519 -1.478
H -0.040 -0.831 -2.231
H -1.870 0.511 -1.169
H -1.303 1.705 1.016
H 0.295 1.580 0.735
H 0.108 0.111 2.560
H -1.491 -0.329 2.068
H 0.182 -2.055 1.870
H -0.650 -1.947 0.481
H 0.661 -1.101 0.355
*
```

***

Of them, model 2 has the lowest stability.